Below is a cluster of 15 separate species, C32H69N5O10S2 in total in a non-equilibrium geometry, with properties calculated with wB97M-V/def2-TZVPD.

Values from the calculation:
Electronic energy: -83893.2656 eV
Orbital gap: 8.133 eV

```
118
Properties=species:S:1:pos:R:3:mulliken_charge:R:1
C -0.881 0.967 -4.852 -0.503
O 0.078 1.438 -3.895 -0.184
H -0.480 0.071 -5.316 0.260
H -1.840 0.703 -4.400 -0.085
H -1.065 1.790 -5.545 0.401
H -0.183 2.327 -3.643 0.157
C 1.293 -5.405 -0.446 -0.209
O 2.662 -5.117 -0.663 -0.517
H 0.937 -6.032 -1.266 0.326
H 1.136 -5.970 0.486 0.265
H 0.651 -4.530 -0.301 -0.205
H 2.789 -4.195 -0.366 0.431
C -0.468 5.127 0.238 -0.109
O -0.132 5.797 -0.983 -0.591
H 0.458 4.739 0.677 0.120
H -0.905 5.792 0.984 0.403
H -1.122 4.291 -0.015 -0.178
H -0.288 6.738 -0.885 0.289
C -1.479 -3.331 -3.364 -0.036
O -1.041 -2.494 -4.406 -0.385
H -0.671 -3.788 -2.780 0.046
H -2.057 -2.792 -2.607 -0.262
H -2.151 -4.141 -3.658 0.451
H -0.983 -3.015 -5.211 0.256
C -4.549 -0.987 0.561 0.316
O -5.833 -0.975 -0.077 -0.662
H -3.786 -1.328 -0.138 -0.347
H -4.352 -0.003 0.974 -0.087
H -4.616 -1.753 1.335 0.318
H -5.774 -0.290 -0.774 0.513
C -4.014 0.847 -2.683 -0.596
O -5.247 1.055 -2.011 -0.717
H -3.272 0.529 -1.948 0.134
H -4.199 0.070 -3.432 0.386
H -3.604 1.615 -3.352 0.373
H -5.075 1.688 -1.281 0.305
C -2.326 -0.527 3.555 -0.822
O -1.293 -0.835 2.613 -0.642
H -2.155 -1.113 4.455 0.350
H -2.262 0.535 3.823 0.240
H -3.304 -0.713 3.110 0.160
H -1.396 -0.271 1.816 0.024
C -3.647 2.720 0.617 0.412
O -5.000 2.342 0.358 -0.629
H -3.123 2.484 -0.307 -0.272
H -3.467 3.748 0.940 0.466
H -3.253 2.056 1.391 -0.296
H -5.486 2.328 1.188 0.295
N 0.802 -0.245 4.500 0.515
C 0.858 -0.417 5.847 -0.336
C 2.118 -0.027 6.274 -0.819
C 2.862 0.282 5.106 -1.028
C 2.018 0.136 4.023 -0.507
H -0.072 -0.308 3.984 0.397
H 0.047 -0.763 6.465 0.424
H 2.395 -0.023 7.315 0.435
H 3.895 0.585 5.038 0.440
H 2.068 0.330 2.967 0.813
N 2.049 4.399 -2.492 0.181
C 3.090 3.691 -1.947 -0.652
C 3.764 3.057 -2.939 -0.406
C 3.068 3.361 -4.138 -0.196
C 2.042 4.216 -3.855 -1.076
H 1.442 5.026 -1.982 0.243
H 3.256 3.652 -0.881 0.498
H 4.635 2.443 -2.783 0.603
H 3.385 3.010 -5.110 0.444
H 1.372 4.759 -4.497 0.501
N 2.114 -0.839 -3.659 0.304
C 2.137 -2.183 -3.359 -0.727
C 3.434 -2.506 -2.999 -0.345
C 4.203 -1.320 -3.159 -1.021
C 3.370 -0.334 -3.600 0.047
H 1.269 -0.369 -3.937 0.211
H 1.200 -2.706 -3.457 0.274
H 3.759 -3.434 -2.556 0.613
H 5.245 -1.177 -2.921 0.549
H 3.624 0.705 -3.718 0.015
N 0.419 4.248 4.310 0.032
C -0.945 4.345 4.318 -0.879
C -1.454 3.517 3.349 -0.754
C -0.342 2.893 2.719 1.129
C 0.782 3.319 3.384 -1.269
H 1.055 4.674 4.956 0.209
H -1.440 5.043 4.974 0.441
H -2.492 3.340 3.131 0.438
H -0.380 2.146 1.944 0.193
H 1.813 3.019 3.286 0.466
N -1.611 -4.757 1.918 0.081
C -2.027 -3.755 1.113 -0.508
C -2.861 -4.219 0.134 -0.094
C -2.991 -5.612 0.411 -1.084
C -2.193 -5.942 1.489 -0.539
H -0.978 -4.644 2.686 0.213
H -1.699 -2.751 1.341 0.595
H -3.419 -3.600 -0.545 0.617
H -3.517 -6.386 -0.128 0.399
H -1.946 -6.854 2.001 0.447
C 0.172 -1.529 -0.466 0.762
S -0.583 0.096 -0.814 0.381
O -1.747 0.279 0.136 0.056
C 0.750 1.244 -0.467 0.142
H 1.085 -1.706 -1.036 -0.529
H -0.581 -2.263 -0.740 -0.651
H 0.447 -1.539 0.590 0.410
H 1.450 1.250 -1.303 0.023
H 1.295 1.020 0.457 -0.094
H 0.380 2.258 -0.309 -0.171
C 3.991 -0.477 0.082 -0.670
S 3.586 -1.589 1.480 0.646
O 3.246 -2.939 0.893 -0.788
C 5.253 -1.603 2.246 -1.193
H 3.127 -0.473 -0.586 -0.341
H 4.759 -0.911 -0.560 0.495
H 4.237 0.552 0.336 0.501
H 5.505 -0.602 2.585 0.356
H 5.994 -1.996 1.551 0.392
H 5.187 -2.288 3.091 0.386
```